(1)
The following is a DFT calculation (ωB97M-V/def2-TZVPD) of C55H39N3OP2RhS2Te as an isolated structure in a non-equilibrium geometry.

Calculated values
E_LUMO (alpha / beta): -4.183 / -4.438 eV
energy above the lowest of the compared OMol25 structures with the same formula, charge and spin: 12.0 kcal per mole
orbital gap (alpha / beta): 5.609 / 5.270 eV
E_HOMO (alpha / beta): -9.79 / -9.71 eV
net charge: +1

```
104
C55H39N3OP2RhS2Te, DFT ωB97M-V/def2-TZVPD
Rh -0.633 -0.047 0.378
O -2.309 -2.308 2.095
S -1.492 -2.099 0.866
C 1.097 -2.600 2.429
C 1.083 -3.912 2.901
C 0.542 -4.209 4.138
C 0.028 -3.198 4.927
C 0.029 -1.889 4.471
C 0.543 -1.566 3.221
P 0.368 0.138 2.572
C -0.497 1.001 3.914
C -1.829 0.653 4.144
C -2.538 1.244 5.178
C -1.924 2.184 5.993
C -0.594 2.518 5.785
C 0.122 1.925 4.755
C 2.064 0.836 2.582
C 3.197 0.040 2.741
C 4.468 0.588 2.631
C 4.631 1.939 2.369
C 3.512 2.752 2.252
C 2.245 2.203 2.360
C -2.421 -2.690 -0.524
C -3.219 -3.815 -0.372
C -3.746 -4.412 -1.507
C -3.461 -3.904 -2.771
C -2.681 -2.767 -2.906
C -2.184 -2.130 -1.771
P -1.277 -0.568 -1.844
C 0.001 -0.904 -3.101
C 0.277 -0.068 -4.180
C 1.271 -0.411 -5.089
C 1.987 -1.588 -4.933
C 1.711 -2.429 -3.863
C 0.738 -2.081 -2.942
C -2.433 0.611 -2.616
C -3.769 0.291 -2.851
C -4.627 1.236 -3.394
C -4.165 2.503 -3.716
C -2.840 2.833 -3.474
C -1.986 1.900 -2.909
H 1.508 -4.693 2.285
H 0.535 -5.232 4.491
H -0.389 -3.425 5.899
H -0.395 -1.113 5.093
H -2.304 -0.106 3.537
H -3.570 0.965 5.344
H -2.477 2.646 6.800
H -0.105 3.235 6.432
H 1.165 2.179 4.624
H 3.101 -1.009 2.975
H 5.334 -0.047 2.762
H 5.623 2.360 2.279
H 3.627 3.817 2.093
H 1.389 2.855 2.310
H -3.393 -4.217 0.617
H -4.366 -5.292 -1.408
H -3.856 -4.392 -3.652
H -2.485 -2.354 -3.889
H -0.299 0.830 -4.347
H 1.472 0.240 -5.930
H 2.753 -1.856 -5.649
H 2.253 -3.358 -3.747
H 0.531 -2.741 -2.106
H -4.149 -0.691 -2.607
H -5.664 0.977 -3.564
H -4.837 3.234 -4.145
H -2.474 3.825 -3.704
H -0.961 2.185 -2.703
N 7.849 -3.300 -3.938
C 6.962 -3.151 -3.224
C 5.848 -2.956 -2.335
C 5.461 -1.666 -1.984
C 4.396 -1.481 -1.124
C 3.699 -2.573 -0.614
C 4.100 -3.865 -0.964
C 5.169 -4.056 -1.819
C 2.632 -2.404 0.327
C 1.780 -2.371 1.184
H 6.005 -0.818 -2.380
H 4.114 -0.491 -0.820
H 3.566 -4.714 -0.560
H 5.480 -5.055 -2.094
Te -3.286 0.475 0.883
C -4.065 2.301 0.189
C -5.412 2.451 -0.003
C -5.776 3.754 -0.440
C -4.702 4.573 -0.589
S -3.250 3.765 -0.180
H -6.125 1.655 0.168
H -6.793 4.062 -0.633
H -4.686 5.603 -0.908
N 2.216 6.728 -1.062
C 1.755 5.692 -0.881
C 1.182 4.393 -0.647
C 0.163 4.229 0.277
C -0.348 2.958 0.478
N 0.077 1.894 -0.205
C 1.060 2.060 -1.096
C 1.646 3.282 -1.347
H -0.226 5.065 0.840
H -1.137 2.782 1.200
H 1.351 1.182 -1.650
H 2.433 3.374 -2.083
```

Results of the Löwdin charge analysis, in e, for atoms 1 through 5: atom 1 (Rh): 0.2095, atom 2 (O): -0.5786, atom 3 (S): 0.6699, atom 4 (C): -0.3047, atom 5 (C): -0.0152

(2)
The following is a DFT calculation (ωB97M-V/def2-TZVPD) of a 2-piece molecular cluster, C2H4O2Si overall in a non-equilibrium geometry.

Calculated values
E_LUMO: -0.394 eV
energy above the lowest of the compared OMol25 structures with the same formula, charge and spin: 146.9 kcal per mole
orbital gap: 7.804 eV
E_HOMO: -8.20 eV
SMILES: O=[SiH2].C1=CO1
net charge: 0

```
9
C2H4O2Si, DFT ωB97M-V/def2-TZVPD
C -0.501 0.491 3.219
C -0.406 0.133 1.995
O -0.323 0.888 -2.716
O -0.801 -0.828 3.185
Si 0.506 -0.161 -3.299
H -0.664 1.232 4.028
H 0.168 -0.061 1.067
H 0.482 -0.576 -4.743
H 1.539 -1.118 -2.736
```

Results of the Löwdin charge analysis, in e, for atoms 1 through 5: atom 1 (C): -0.1804, atom 2 (C): 0.0410, atom 3 (O): -0.4279, atom 4 (O): -0.0893, atom 5 (Si): 0.5779